# 1
{"formula": "ClCsH20O14", "method": "wB97M-V/def2-TZVPD", "elements": ["Cs", "Cl", "O", "O", "O", "O", "O", "H", "H", "O", "H", "H", "O", "H", "H", "O", "H", "H", "O", "H", "H", "O", "H", "H", "O", "H", "H", "O", "H", "H", "O", "H", "H", "O", "H", "H"], "xyz": [[1.412459, 2.923084, -3.704917], [0.582320, 0.766519, -0.080000], [1.081949, 1.537326, 1.121879], [0.962112, -0.705505, 0.082250], [-0.924655, 0.856486, -0.159463], [1.114955, 1.285511, -1.340670], [0.716056, -3.686073, 0.430186], [1.529847, -3.421185, 0.047662], [0.415201, -2.867134, 0.779927], [3.200001, -3.017108, -0.366459], [3.005060, -2.282343, -0.991244], [3.672068, -2.620842, 0.357159], [-0.323617, -1.131924, 2.429222], [0.048721, -0.980288, 1.552807], [-0.879578, -0.377970, 2.552085], [-1.709279, 3.211308, 0.703639], [-2.511526, 3.556648, 0.242943], [-1.585604, 2.340482, 0.366572], [-3.566068, 0.724526, -1.556203], [-3.031875, 0.338344, -0.826428], [-4.320340, 1.164028, -1.122324], [0.825329, 1.483506, 3.749269], [0.761434, 2.308791, 4.170255], [1.166133, 1.749599, 2.870372], [-2.939535, -1.077440, 0.751794], [-2.673194, -0.397810, 1.350778], [-2.215754, -1.429523, 0.251611], [3.340105, -1.667763, 1.964086], [2.420591, -1.639056, 1.690645], [3.295046, -2.114302, 2.826695], [0.976030, -0.087813, -4.298823], [0.272817, -0.310817, -3.694500], [1.587845, -0.667961, -3.852373], [-1.589535, 1.820729, -2.859245], [-1.746394, 2.742469, -3.102837], [-2.369127, 1.673502, -2.336348]], "forces_ev_per_angstrom": [[-0.212, -0.312, 0.171], [-0.661, -0.405, 1.939], [-1.032, -1.713, -3.894], [-0.504, 3.146, -0.954], [2.935, -0.767, 0.296], [0.075, -0.518, 1.282], [-1.297, -1.122, 0.267], [1.783, -0.049, -0.741], [-0.898, 0.818, 0.704], [-0.375, 0.282, -2.095], [0.331, -0.712, 0.755], [0.338, 0.498, 0.929], [0.256, -0.929, -0.093], [0.117, -0.096, 0.145], [-0.347, 0.829, 0.578], [-1.509, 2.222, -0.047], [1.016, -0.415, 0.654], [0.319, -1.200, -0.470], [-0.252, 0.389, 0.710], [-0.629, -0.037, -0.285], [0.451, -0.485, -0.175], [0.505, -0.950, -1.288], [-0.286, 1.636, 1.257], [-0.369, -0.692, 0.667], [-1.902, -0.302, -0.608], [0.842, 0.317, 0.405], [0.948, -0.045, 0.149], [0.251, -0.267, 0.687], [-0.334, 0.228, -0.065], [0.116, 0.255, -0.378], [0.178, -0.077, 0.278], [-1.514, 0.538, 0.097], [1.318, -0.310, -0.322], [1.284, 1.405, -1.239], [0.158, -0.068, -0.219], [-1.102, -1.095, 0.904]], "orbital_gap_ha": 0.32738, "de_lowest_ev": 0.000, "charge": 0, "largest_force_ev_per_a": 4.4, "e_lumo_ha": -0.0427, "multiplicity": 1}

***

# 2
{"formula": "C4H6N2", "method": "wB97M-V/def2-TZVPD", "elements": ["C", "C", "C", "C", "N", "N", "H", "H", "H", "H", "H", "H"], "xyz": [[-1.690364, -0.182155, 0.023909], [-0.198514, -0.097539, -0.014116], [0.769643, -1.066511, 0.093284], [2.048639, -0.473532, -0.145720], [1.792305, 0.885730, -0.344304], [0.442903, 1.082362, -0.194290], [-2.110098, 0.509658, 0.761942], [-2.122310, 0.062320, -0.952849], [-2.000391, -1.195391, 0.288638], [0.582806, -2.114595, 0.290527], [2.484805, 0.583090, 0.571143], [0.039648, 1.983013, -0.406116]], "forces_ev_per_angstrom": [[-0.031, -0.020, 0.019], [0.123, 0.051, -0.010], [-0.038, -0.038, 0.004], [-0.323, -0.138, -0.137], [0.041, -0.106, 0.023], [-0.136, -0.050, -0.034], [0.075, -0.090, -0.102], [0.080, -0.031, 0.131], [0.061, 0.154, -0.044], [0.035, 0.176, -0.038], [0.054, 0.231, 0.141], [0.058, -0.140, 0.048]], "orbital_gap_ha": 0.34296, "de_lowest_ev": 3.899, "charge": 0, "largest_force_ev_per_a": 0.4, "e_lumo_ha": 0.0282, "multiplicity": 1}

***

# 3
{"formula": "C8H14N2O4", "method": "wB97M-V/def2-TZVPD", "elements": ["O", "C", "O", "C", "C", "O", "N", "C", "O", "C", "C", "C", "C", "N", "H", "H", "H", "H", "H", "H", "H", "H", "H", "H", "H", "H", "H", "H"], "xyz": [[4.372836, -0.214270, -0.744511], [3.279752, -0.621550, -0.487988], [3.132628, -1.826560, -0.018931], [2.042582, 0.379733, -0.576150], [2.170235, 1.327913, 0.619587], [1.236483, 2.398499, 0.466302], [0.696484, -0.276467, -0.503241], [0.299984, -0.972286, 0.602453], [1.021284, -1.678978, 1.341734], [-1.252140, -0.817445, 0.808488], [-2.017010, -1.523637, -0.312458], [-3.056285, -0.488347, -0.760356], [-2.478150, 0.930566, -0.457386], [-1.585042, 0.583289, 0.614216], [2.333506, -1.845004, 0.581364], [2.092770, 0.851848, -1.561023], [3.189641, 1.658563, 0.548219], [1.991120, 0.697130, 1.521579], [1.523776, 3.173505, 0.927255], [-0.001727, 0.417149, -0.770460], [-1.521855, -1.105281, 1.826661], [-2.515804, -2.436302, 0.000889], [-1.479276, -1.805882, -1.218100], [-4.010460, -0.669312, -0.225483], [-3.255390, -0.606254, -1.807600], [-1.913827, 1.563739, -1.230397], [-3.369170, 1.552013, -0.144076], [-0.926938, 1.353641, 0.959407]], "forces_ev_per_angstrom": [[0.572, 0.938, -0.866], [-0.290, 0.960, 0.337], [-0.530, -0.649, 0.225], [-0.182, -1.864, 0.495], [-0.046, -0.428, -0.739], [-0.376, -1.092, -0.321], [1.165, 0.440, 0.419], [-0.732, -0.731, 0.474], [-1.190, 1.226, -1.034], [1.405, 0.792, -0.370], [-0.943, -0.029, -0.407], [-0.364, 0.339, -0.257], [-0.676, 0.057, 0.122], [1.151, 2.378, 1.562], [-0.220, -0.390, -0.100], [0.154, 0.192, 0.368], [0.527, 0.489, 0.513], [0.165, 0.771, -0.299], [0.386, 0.525, 0.460], [0.006, -0.481, 0.043], [0.164, -0.521, -0.180], [0.046, -0.040, 0.298], [0.784, 0.149, 0.446], [0.528, 0.506, -0.173], [-0.284, -0.089, -0.589], [-0.973, -1.274, 0.249], [1.057, -0.303, -0.073], [-1.304, -1.870, -0.601]], "orbital_gap_ha": 0.34240, "de_lowest_ev": 1.351, "charge": 0, "largest_force_ev_per_a": 3.1, "e_lumo_ha": 0.0165, "multiplicity": 1, "smiles": "O=C(O)[C@H](CO)NC(=O)[C@@H]1CCCN1"}

***

What did the second record say?
{"formula": "C4H6N2", "method": "wB97M-V/def2-TZVPD", "elements": ["C", "C", "C", "C", "N", "N", "H", "H", "H", "H", "H", "H"], "xyz": [[-1.690364, -0.182155, 0.023909], [-0.198514, -0.097539, -0.014116], [0.769643, -1.066511, 0.093284], [2.048639, -0.473532, -0.145720], [1.792305, 0.885730, -0.344304], [0.442903, 1.082362, -0.194290], [-2.110098, 0.509658, 0.761942], [-2.122310, 0.062320, -0.952849], [-2.000391, -1.195391, 0.288638], [0.582806, -2.114595, 0.290527], [2.484805, 0.583090, 0.571143], [0.039648, 1.983013, -0.406116]], "forces_ev_per_angstrom": [[-0.031, -0.020, 0.019], [0.123, 0.051, -0.010], [-0.038, -0.038, 0.004], [-0.323, -0.138, -0.137], [0.041, -0.106, 0.023], [-0.136, -0.050, -0.034], [0.075, -0.090, -0.102], [0.080, -0.031, 0.131], [0.061, 0.154, -0.044], [0.035, 0.176, -0.038], [0.054, 0.231, 0.141], [0.058, -0.140, 0.048]], "orbital_gap_ha": 0.34296, "de_lowest_ev": 3.899, "charge": 0, "largest_force_ev_per_a": 0.4, "e_lumo_ha": 0.0282, "multiplicity": 1}